1.
Computed, not measured: a structure of composition C45H68AgGeNO5P2Si, with ωB97M-V/def2-TZVPD.

Summary:
Frontier orbital gap = 4.2 eV
Total charge = -2

Positions of all 124 atoms, in Å:
Ag -0.805 -0.414 -1.307
C 1.353 -4.783 -1.593
Ge 1.673 -2.976 -2.327
C 0.760 -2.952 -4.073
C 3.585 -3.013 -2.818
C 1.087 -1.587 -1.161
H 1.525 -5.540 -2.367
H 0.330 -4.886 -1.223
H 2.031 -4.975 -0.755
H 0.987 -3.851 -4.657
H 1.071 -2.071 -4.645
H -0.322 -2.882 -3.925
H 3.790 -3.798 -3.557
H 4.191 -3.194 -1.925
H 3.883 -2.047 -3.237
H 1.762 -0.747 -1.358
C -1.530 -1.304 3.327
P -1.295 -1.324 1.439
C 0.429 -1.013 1.276
C 1.093 0.018 1.956
C 2.471 0.115 2.040
C 3.248 -0.960 1.477
C 2.675 -1.978 0.794
C 1.218 -1.957 0.348
C -2.287 0.239 1.165
C -3.656 0.201 1.470
C -4.482 1.292 1.253
C -3.959 2.462 0.702
C -2.612 2.516 0.382
C -1.780 1.416 0.611
P -1.391 -2.999 3.978
C 0.358 -3.412 3.587
C 0.624 -4.590 2.900
C 1.935 -4.963 2.606
C 2.986 -4.150 2.998
C 2.730 -2.968 3.684
C 1.427 -2.605 3.979
C -1.237 -2.721 5.805
C -1.579 -1.527 6.431
C -1.508 -1.395 7.819
C -1.092 -2.456 8.602
C -0.745 -3.657 7.991
C -0.824 -3.784 6.612
H -2.520 -0.927 3.594
H -0.764 -0.648 3.746
H 0.496 0.760 2.486
H 2.945 0.929 2.577
H 4.324 -0.970 1.643
H 3.287 -2.810 0.446
H 0.809 -2.974 0.457
H -4.077 -0.711 1.887
H -5.537 1.230 1.499
H -4.602 3.316 0.519
H -2.177 3.403 -0.067
H -0.728 1.509 0.357
H -0.205 -5.206 2.570
H 2.127 -5.871 2.048
H 4.004 -4.419 2.745
H 3.547 -2.309 3.952
H 1.234 -1.665 4.484
H -1.893 -0.682 5.831
H -1.772 -0.451 8.282
H -1.029 -2.351 9.678
H -0.412 -4.495 8.593
H -0.543 -4.722 6.141
C -4.163 -4.023 -0.081
N -3.347 -3.270 -1.016
C -1.984 -3.743 -1.227
C -3.738 -2.069 -1.512
C -5.123 -1.586 -1.149
O -3.005 -1.355 -2.185
H -3.638 -4.947 0.154
H -5.134 -4.290 -0.502
H -4.320 -3.486 0.858
H -2.002 -4.753 -1.648
H -1.440 -3.742 -0.280
H -1.461 -3.073 -1.898
H -5.866 -2.378 -1.066
H -5.425 -0.864 -1.903
H -5.057 -1.065 -0.192
C 3.999 2.769 -3.445
C 2.718 2.155 -2.904
C 2.989 1.465 -1.568
C 2.159 1.148 -3.911
O 1.808 3.257 -2.742
Si 0.271 3.146 -2.083
O -0.383 1.739 -2.191
O -0.509 4.416 -2.850
C -0.939 4.497 -4.198
C -2.224 5.316 -4.190
C -1.202 3.121 -4.815
C 0.145 5.224 -4.993
O 0.327 3.672 -0.500
C 0.873 4.787 0.180
C 0.469 6.097 -0.494
C 0.297 4.724 1.588
C 2.395 4.679 0.250
H 4.766 1.999 -3.576
H 4.373 3.526 -2.749
H 3.809 3.247 -4.411
H 3.558 0.542 -1.712
H 2.055 1.195 -1.066
H 3.556 2.120 -0.903
H 2.861 0.317 -4.042
H 2.005 1.637 -4.881
H 1.201 0.759 -3.558
H -2.974 4.809 -3.576
H -2.619 5.441 -5.203
H -2.033 6.302 -3.756
H -1.817 2.512 -4.150
H -0.268 2.572 -4.964
H -1.700 3.241 -5.782
H 0.235 6.260 -4.653
H -0.080 5.220 -6.065
H 1.103 4.724 -4.825
H -0.614 6.126 -0.639
H 0.934 6.187 -1.480
H 0.775 6.945 0.127
H -0.791 4.838 1.556
H 0.721 5.511 2.220
H 0.523 3.749 2.029
H 2.814 4.662 -0.759
H 2.676 3.750 0.753
H 2.814 5.527 0.800

=====

2.
Computed, not measured: a structure of composition C45H68MoN2O3Te in a non-equilibrium geometry, with ωB97M-V/def2-TZVPD.

Summary:
Frontier orbital gap = 5.7 eV
Energy relative to the best compared isomer or geometry (same formula, charge and spin) = 2.103 eV
Total charge = +2

Positions of all 120 atoms, in Å:
Mo 0.568 -0.391 -1.347
C 0.452 -1.401 -4.338
N 1.119 -0.370 -3.530
C 0.878 0.905 -4.210
C 2.570 -0.631 -3.514
C 3.271 0.191 -2.438
N 2.700 -0.081 -1.106
C 3.222 -1.364 -0.553
C 2.194 -2.021 0.329
C 2.395 -2.390 1.641
C 1.411 -3.112 2.328
C 0.185 -3.310 1.697
C -0.086 -2.907 0.391
C 0.982 -2.339 -0.330
O 0.942 -2.125 -1.649
C -1.406 -3.200 -0.311
C -1.779 -2.145 -1.391
C -1.236 -4.564 -1.009
C -2.548 -3.311 0.710
C 1.725 -3.698 3.691
C 0.562 -4.480 4.306
C 2.900 -4.671 3.511
C 2.110 -2.583 4.670
C 3.064 1.013 -0.177
C 2.206 1.194 1.061
C 2.887 1.488 2.234
C 2.222 1.806 3.415
C 0.843 1.692 3.404
C 0.098 1.359 2.274
C 0.798 1.222 1.069
O 0.085 0.974 -0.117
C -1.399 1.144 2.492
C -2.060 2.479 2.857
C -2.148 0.548 1.295
C -1.572 0.151 3.655
C 3.004 2.259 4.634
C 3.767 3.538 4.249
C 2.101 2.581 5.825
C 3.970 1.152 5.074
H 0.867 -1.427 -5.352
H -0.613 -1.161 -4.401
H 0.569 -2.387 -3.885
H 1.269 0.869 -5.231
H 1.351 1.731 -3.691
H -0.192 1.093 -4.256
H 3.004 -0.378 -4.488
H 2.713 -1.704 -3.354
H 3.109 1.247 -2.661
H 4.348 -0.005 -2.459
H 4.154 -1.203 -0.001
H 3.434 -2.046 -1.388
H 3.331 -2.136 2.113
H -0.578 -3.838 2.241
H -1.593 -2.536 -2.390
H -1.229 -1.156 -1.304
H -2.838 -1.903 -1.327
H -0.448 -4.527 -1.760
H -2.166 -4.858 -1.488
H -0.975 -5.327 -0.279
H -2.576 -2.449 1.372
H -2.439 -4.208 1.313
H -3.502 -3.388 0.194
H 0.280 -5.332 3.692
H -0.308 -3.850 4.477
H 0.879 -4.868 5.270
H 2.637 -5.458 2.809
H 3.135 -5.134 4.464
H 3.793 -4.172 3.150
H 1.283 -1.890 4.800
H 2.980 -2.029 4.333
H 2.345 -3.016 5.637
H 3.049 1.959 -0.724
H 4.100 0.861 0.150
H 3.968 1.480 2.220
H 0.313 1.861 4.322
H -1.961 3.200 2.049
H -1.619 2.908 3.750
H -3.120 2.329 3.042
H -2.288 1.281 0.506
H -3.140 0.242 1.622
H -1.639 -0.341 0.914
H -1.252 0.561 4.605
H -1.004 -0.758 3.469
H -2.620 -0.112 3.762
H 3.071 4.291 3.884
H 4.513 3.356 3.480
H 4.274 3.946 5.118
H 1.396 3.370 5.582
H 2.712 2.931 6.652
H 1.563 1.700 6.168
H 4.702 0.917 4.307
H 3.414 0.248 5.317
H 4.505 1.471 5.965
C -5.285 -0.025 -5.268
Te -3.371 0.019 -4.265
C -3.133 1.858 -5.387
C -4.515 2.288 -5.765
C -4.761 3.582 -6.197
C -6.044 3.970 -6.540
C -7.089 3.066 -6.454
C -6.848 1.770 -6.034
C -5.563 1.379 -5.686
H -6.047 -0.421 -4.603
H -5.215 -0.681 -6.136
H -2.528 1.663 -6.273
H -2.628 2.610 -4.785
H -3.945 4.289 -6.260
H -6.226 4.985 -6.862
H -8.090 3.366 -6.723
H -7.657 1.060 -5.974
C 0.963 3.895 -1.027
O 1.146 2.557 -1.521
C 0.098 1.657 -1.403
C -1.263 2.270 -1.722
H 0.651 3.892 0.021
H 0.239 4.446 -1.630
H 1.934 4.380 -1.123
H -1.186 2.732 -2.707
H -1.560 3.042 -1.009
H -2.033 1.495 -1.765

=====

3.
Computed, not measured: a cluster of 14 separate species, C45H70BrCl27IO5P in total in a non-equilibrium geometry, with ωB97M-V/def2-TZVPD.

Summary:
Frontier orbital gap = 7.4 eV
Energy relative to the best compared isomer or geometry (same formula, charge and spin) = 0.000 eV

Positions of all 150 atoms, in Å:
C -2.285 2.603 1.579
C -2.264 3.911 1.949
C -0.994 4.675 2.020
O -0.339 4.585 3.023
O -0.649 5.405 0.945
C 0.224 6.530 1.189
C 1.656 6.253 0.741
C 2.595 5.963 1.937
C 3.642 4.882 1.623
C 3.930 4.005 2.849
C 4.538 2.669 2.405
C 3.537 1.591 2.203
C 2.735 1.140 3.170
C 1.795 0.045 2.999
O 1.303 -0.451 3.989
C 1.522 -0.439 1.616
C 0.491 -1.337 1.315
I -0.834 -2.147 2.741
C 0.262 -1.771 0.032
C 1.024 -1.297 -1.017
Br 0.598 -1.971 -2.736
C 2.075 -0.387 -0.795
P 2.984 0.152 -2.349
O 3.123 1.779 -2.166
Cl 4.878 -0.636 -2.169
C 2.332 0.022 0.551
C 3.461 0.955 0.866
O 4.336 1.182 0.066
H -1.908 2.264 0.619
H -2.704 1.824 2.213
H -3.186 4.438 2.166
H 0.208 6.838 2.227
H -0.182 7.344 0.597
H 2.023 7.149 0.247
H 1.684 5.438 0.027
H 1.977 5.633 2.760
H 3.105 6.886 2.196
H 3.339 4.252 0.788
H 4.560 5.386 1.332
H 4.707 4.514 3.405
H 3.058 3.891 3.474
H 5.237 2.322 3.165
H 5.136 2.837 1.520
H 2.797 1.563 4.160
H -0.521 -2.482 -0.169
H 2.310 2.167 -2.511
Cl 4.771 1.277 -5.509
C 5.428 2.734 -4.715
C 6.891 2.924 -5.007
Cl 7.894 1.665 -4.237
H 5.238 2.643 -3.647
H 4.865 3.581 -5.099
H 7.225 3.882 -4.612
H 7.090 2.902 -6.075
Cl -3.070 -2.999 5.073
C -2.890 -4.764 4.847
C -3.821 -5.548 5.731
Cl -3.390 -5.409 7.456
H -1.856 -5.027 5.048
H -3.110 -4.978 3.802
H -3.761 -6.603 5.471
H -4.851 -5.218 5.618
Cl -4.338 0.467 1.625
C -5.640 -0.738 1.814
C -5.557 -1.838 0.790
Cl -5.922 -1.237 -0.852
H -6.588 -0.210 1.756
H -5.540 -1.157 2.813
H -6.292 -2.608 1.018
H -4.570 -2.295 0.770
Cl 0.843 -5.655 1.817
C 1.523 -6.304 0.306
C 1.556 -5.263 -0.781
Cl -0.078 -4.819 -1.327
H 0.931 -7.168 0.014
H 2.536 -6.637 0.527
H 2.089 -5.649 -1.649
H 2.055 -4.355 -0.446
Cl -9.049 0.787 3.019
C -8.401 1.892 4.258
C -7.718 3.088 3.650
Cl -6.197 2.660 2.820
H -7.727 1.326 4.895
H -9.248 2.221 4.858
H -7.459 3.796 4.436
H -8.363 3.587 2.932
Cl -3.880 -4.384 -1.674
C -4.062 -6.147 -1.463
C -4.209 -6.535 -0.016
Cl -2.702 -6.254 0.892
H -3.198 -6.627 -1.916
H -4.949 -6.446 -2.012
H -4.435 -7.598 0.051
H -5.005 -5.980 0.472
Cl 3.659 5.188 -6.919
C 2.444 4.289 -7.872
C 3.011 3.023 -8.456
Cl 4.223 3.364 -9.720
H 2.069 4.953 -8.646
H 1.624 4.050 -7.197
H 2.213 2.448 -8.922
H 3.484 2.409 -7.694
Cl 0.979 -9.252 2.931
C 1.751 -8.617 4.406
C 0.745 -8.091 5.396
Cl -0.059 -6.610 4.813
H 2.456 -7.844 4.110
H 2.304 -9.440 4.855
H 1.246 -7.832 6.327
H -0.024 -8.828 5.609
Cl 8.016 -0.374 -8.727
C 8.531 -1.411 -7.371
C 9.554 -0.737 -6.497
Cl 11.120 -0.522 -7.328
H 8.911 -2.341 -7.786
H 7.641 -1.629 -6.782
H 9.744 -1.348 -5.617
H 9.209 0.239 -6.172
Cl 4.921 9.761 -9.135
C 3.965 8.260 -9.262
C 4.399 7.402 -10.420
Cl 4.009 8.145 -11.994
H 2.917 8.539 -9.343
H 4.107 7.713 -8.333
H 3.878 6.446 -10.382
H 5.468 7.213 -10.395
Cl 3.620 4.134 5.930
C 4.273 5.231 7.172
C 4.654 6.566 6.588
Cl 6.058 6.447 5.495
H 5.124 4.743 7.641
H 3.497 5.369 7.923
H 4.931 7.250 7.389
H 3.831 7.001 6.028
Cl -6.176 -7.014 -5.431
C -7.700 -7.563 -4.691
C -7.723 -7.320 -3.205
Cl -6.556 -8.359 -2.342
H -7.827 -8.617 -4.922
H -8.506 -7.004 -5.163
H -8.709 -7.551 -2.807
H -7.488 -6.285 -2.969
Cl -9.000 -4.030 5.504
C -10.536 -3.287 6.018
C -10.763 -1.948 5.367
Cl -9.613 -0.716 5.942
H -10.522 -3.205 7.101
H -11.333 -3.970 5.731
H -11.761 -1.587 5.607
H -10.668 -2.009 4.285

=====

> Among the records above, which one has the highest frontier orbital gap?

C45H70BrCl27IO5P

=====

> Among the records above, which one has the highest frontier orbital gap?

C45H70BrCl27IO5P

=====

> The lowest frontier orbital gap belongs to which entry?

C45H68AgGeNO5P2Si